# 1
Below is one molecule with the formula C13H10ClN3OS2 in a non-equilibrium geometry, with properties calculated with ωB97M-V/def2-TZVPD.

Calculated values
Molar mass: 323.83 g mol⁻¹
E: -1997.48548 hartree
HOMO: -8.34 eV
LUMO level: 0.2 eV
Gap between HOMO and LUMO: 8.53 eV
SMILES: C/C(N)=C(/C#N)C(=O)CSc1nc2cc(Cl)ccc2s1

CARTESIAN COORDINATES (ANGSTROEM)
C 1.83820 -1.20155 4.96431
C 0.62920 -0.71659 4.25196
N -0.34208 -0.17280 4.99649
H -0.24119 -0.08449 5.99253
H -1.17924 0.17856 4.55876
C 0.49279 -0.81072 2.87766
C -0.69855 -0.33556 2.29743
N -1.69791 0.03522 1.86696
C 1.51068 -1.38010 2.01403
O 2.52856 -1.91703 2.40170
C 1.21581 -1.25248 0.52489
H 1.94048 -1.82841 -0.05040
H 0.19735 -1.57207 0.30320
S 1.36339 0.51553 0.05958
C 0.44631 0.57251 -1.40062
N 0.28661 1.66253 -2.05019
C -0.45896 1.48830 -3.17436
C -0.80417 2.48614 -4.08017
C -1.56654 2.13452 -5.17554
C -1.99382 0.82542 -5.39328
C -1.65841 -0.17274 -4.49958
C -0.89356 0.16050 -3.39658
S -0.32002 -0.86817 -2.12019
H -1.98424 -1.18841 -4.65834
H -2.58766 0.59686 -6.26355
Cl -2.00849 3.35197 -6.31909
H -0.47607 3.49831 -3.91384
H 2.73326 -0.76272 4.52672
H 1.93799 -2.27836 4.83484
H 1.79024 -0.96417 6.02465



# 2
Below is C18H16Cl3N2O10P2RuS2 as an isolated structure in a non-equilibrium geometry, with properties calculated with ωB97M-V/def2-TZVPD.

Calculated values
Molar mass: 753.84 g mol⁻¹
ΔE to the lowest compared entry with this formula, charge and spin: 5.9 kJ/mol
E: -4512.43377 hartree
HOMO (alpha / beta): -2.65 / -2.68 eV
LUMO level (alpha / beta): 4.3 / 4.3 eV
2S+1: 2
Gap between HOMO and LUMO (alpha / beta): 6.91 / 6.93 eV
Total charge: -2

CARTESIAN COORDINATES (ANGSTROEM)
Ru -1.51693 -0.05247 0.03667
C -1.70799 -3.52701 0.60751
C -0.67210 -2.68032 -0.03446
N -0.95381 -1.88005 -1.02943
N 0.13315 -1.66382 -1.88634
C 0.22528 -0.48467 -2.36522
S -0.73671 0.87177 -1.89486
S 1.53990 -0.23762 -3.55541
C 2.92444 0.01734 -2.37983
C 3.07764 1.42013 -1.86682
C 2.40489 1.83903 -0.72193
C 2.51485 3.15193 -0.28444
C 3.31413 4.05393 -0.97251
C 4.00345 3.63988 -2.10521
C 3.88077 2.33145 -2.54816
C 0.69363 -2.66605 0.48685
C 1.49478 -3.77783 0.70730
C 2.77829 -3.64207 1.20927
C 3.24219 -2.36189 1.51822
C 2.44820 -1.24658 1.34586
C 1.13618 -1.35866 0.83572
O 0.39210 -0.29298 0.74157
H -2.64498 -3.48807 0.05636
H -1.88773 -3.22528 1.63733
H -1.31615 -4.55121 0.61661
H 3.81370 -0.28142 -2.93721
H 2.78126 -0.69648 -1.56799
H 1.76959 1.14652 -0.18053
H 1.94455 3.46663 0.57947
H 3.39171 5.08010 -0.63326
H 4.62938 4.33842 -2.64890
H 4.40629 2.01153 -3.44241
H 1.11266 -4.75894 0.44620
H 3.41002 -4.50924 1.35361
H 4.24621 -2.23753 1.91029
H 2.80405 -0.25628 1.60368
O -3.95284 -1.48506 -1.81594
P -4.58129 -0.42214 -0.77086
O -5.88872 0.04888 -1.26033
O -3.47311 0.56465 -0.43141
O -4.77476 -1.32362 0.56643
P -3.94259 -1.14554 1.95628
O -4.37832 0.29669 2.49807
O -4.36114 -2.21677 2.87422
O -2.46076 -1.04551 1.60126
H -4.67604 -1.99039 -2.20261
H -3.77401 0.95885 2.11967
Cl -2.75090 3.18464 3.58025
C -1.99788 3.84879 2.12343
Cl -3.15333 4.94319 1.33365
Cl -0.55581 4.78382 2.60943
C -1.54733 2.74989 1.06807
O -1.80341 1.56720 1.43598
O -1.00467 3.19024 0.07685



# 3
Below is a 4-piece molecular cluster, C49H50BrN4O13P overall in a non-equilibrium geometry, with properties calculated with ωB97M-V/def2-TZVPD.

Calculated values
Molar mass: 1013.83 g mol⁻¹
E: -6009.09929 hartree
HOMO: -8.88 eV
LUMO level: -1.1 eV
Gap between HOMO and LUMO: 7.80 eV
SMILES: C#Cc1cc(CC(=O)Br)c(CC(C)C)c2c1C(=O)c1c([PH2]=O)c(CCOC(C)=O)c(CCCO)c(CNC)c1C2=O.O=[N+]([O-])c1ccccc1.O=[N+]([O-])c1ccccc1.O=[N+]([O-])c1ccccc1

CARTESIAN COORDINATES (ANGSTROEM)
C -4.15341 2.77900 -2.71975
C -3.89576 2.29480 -1.62165
C -3.57322 1.33035 -0.44528
C -4.52289 0.16529 -0.20470
C -4.25604 -0.79344 0.91394
C -5.32732 -1.95662 1.10194
C -4.75213 -3.38919 0.72412
O -5.39141 -4.42173 0.89452
Br -2.89567 -3.57224 -0.02123
C -3.02107 -0.65426 1.79861
C -2.76725 -1.70094 2.94559
C -3.25901 -1.25079 4.38428
C -2.96664 -2.43018 5.44957
C -4.84420 -1.00163 4.47444
C -2.09712 0.50774 1.53793
C -2.37399 1.52149 0.43259
C -1.36187 2.73665 0.27472
O -1.84860 3.80854 -0.05692
C 0.16821 2.50485 0.59468
C 1.28186 3.26940 -0.11632
P 0.84131 4.53013 -1.42437
O 1.98386 5.45581 -1.81767
C 2.70259 2.96827 0.31932
C 3.93904 3.73246 -0.35079
C 4.15779 5.07839 0.48641
O 3.21444 5.07790 1.61774
C 3.82773 5.49277 2.80471
C 3.79967 4.63913 4.14616
O 4.38577 6.58005 2.85533
C 3.01218 1.96087 1.42705
C 4.52727 1.72042 1.87788
C 5.35338 0.78424 0.87449
C 4.60020 0.40545 -0.46902
O 5.41970 -0.61823 -1.12079
C 1.88483 1.19741 2.11521
C 2.15441 0.12214 3.24707
N 1.82183 -1.22335 2.65351
C 2.93165 -1.72112 1.79156
C 0.45172 1.48993 1.68953
C -0.78119 0.77391 2.38829
O -0.77840 0.44817 3.56946
H -4.39958 2.99509 -3.80110
H -5.43409 0.08471 -0.87661
H -6.22032 -1.76433 0.41794
H -5.73027 -1.90097 2.15838
H -1.63810 -1.88057 2.97887
H -3.21919 -2.72547 2.74035
H -2.77558 -0.31240 4.78062
H -1.97976 -2.94582 5.27539
H -3.05922 -1.96708 6.48697
H -3.84282 -3.16290 5.38427
H -5.08830 -0.82175 5.57750
H -5.41459 -1.93785 4.18815
H -5.18209 -0.07058 3.93054
H -0.25890 5.37451 -1.03166
H 0.38937 3.87872 -2.63328
H 4.89969 3.13666 -0.27065
H 3.77434 3.90732 -1.46060
H 5.19358 5.12024 0.95991
H 3.91360 6.00258 -0.11772
H 2.87428 3.99806 4.24985
H 3.81079 5.32736 5.05325
H 4.72951 3.98787 4.25795
H 4.61008 1.42816 2.96690
H 5.00554 2.75755 1.80913
H 5.68216 -0.12934 1.47052
H 6.32796 1.29603 0.56680
H 3.59546 -0.07237 -0.29575
H 4.56887 1.26774 -1.21096
H 6.07099 -0.15352 -1.69153
H 3.23604 0.06012 3.57213
H 1.54712 0.31737 4.18724
H 1.75394 -1.92274 3.40922
H 2.69129 -1.68344 0.68008
H 3.13333 -2.82275 2.01585
H 3.91530 -1.18549 1.95032
C -5.49226 -2.13321 -7.03269
C -6.19135 -0.93196 -7.06984
C -5.58510 0.23909 -6.63425
C -4.27602 0.19544 -6.16745
C -3.57276 -1.00288 -6.12007
C -4.18697 -2.17005 -6.55482
N -3.62384 1.43274 -5.73023
O -4.27924 2.46766 -5.76728
O -2.46752 1.36445 -5.35812
H -5.96680 -3.04545 -7.37890
H -7.20931 -0.90847 -7.44187
H -6.13932 1.16932 -6.66778
H -2.55429 -1.04288 -5.75263
H -3.64704 -3.10951 -6.52506
C -4.95713 -7.34258 2.30766
C -4.21131 -7.78331 1.22301
C -4.15862 -9.13442 0.90875
C -4.86761 -10.04099 1.68777
C -5.61472 -9.61307 2.77890
C -5.65657 -8.25866 3.08748
N -4.83764 -11.46691 1.34597
O -4.15646 -11.80859 0.39249
O -5.49848 -12.22997 2.03190
H -4.99572 -6.28524 2.54459
H -3.66746 -7.06512 0.61944
H -3.57124 -9.46118 0.05921
H -6.16577 -10.31548 3.39268
H -6.23691 -7.91515 3.93635
C 8.77299 6.08105 -4.34218
C 8.98307 5.54594 -3.07619
C 8.24423 4.44884 -2.65396
C 7.30017 3.89291 -3.51061
C 7.07888 4.42672 -4.77508
C 7.81995 5.52568 -5.18875
N 6.53593 2.72010 -3.07871
O 6.74206 2.28745 -1.95173
O 5.74025 2.23794 -3.86468
H 9.35581 6.93495 -4.67122
H 9.72615 5.98336 -2.41924
H 8.41638 4.04024 -1.66548
H 6.34113 4.00034 -5.44423
H 7.65781 5.94834 -6.17359



# 4
Below is a 2-piece molecular cluster, C4H14N2OS overall in a non-equilibrium geometry, with properties calculated with ωB97M-V/def2-TZVPD.

Calculated values
Molar mass: 138.24 g mol⁻¹
ΔE to the lowest compared entry with this formula, charge and spin: 3.7 kJ/mol
E: -743.73242 hartree
HOMO: -8.71 eV
LUMO level: 0.6 eV
Gap between HOMO and LUMO: 9.31 eV
SMILES: NC[C@H](N)CCS.O

CARTESIAN COORDINATES (ANGSTROEM)
N 1.02613 1.99984 1.24209
C 0.32028 0.77038 0.86673
C 1.32444 -0.17364 0.19725
C 0.74716 -1.46880 -0.38848
S -0.33978 -2.40748 0.74814
C -0.81877 1.12574 -0.06165
N -1.71894 2.10184 0.57969
H 0.32506 2.67684 1.53827
H 1.57647 1.85950 2.08015
H -0.04957 0.23371 1.74853
H 2.12613 -0.46271 0.88182
H 1.83321 0.38261 -0.59631
H 1.55001 -2.13738 -0.69247
H 0.18345 -1.28655 -1.30110
H 0.65425 -2.82810 1.53926
H -1.37991 0.22804 -0.33237
H -0.35259 1.58163 -0.93947
H -2.36076 1.61701 1.18430
H -2.23147 2.59379 -0.13539
H -0.66800 0.26508 -2.85772
H 0.03328 0.56161 -4.16332
O 0.06897 -0.02208 -3.39950